Computed, not measured: a 2-piece molecular cluster, C22H18BCl4NO2 overall, with ωB97M-V/def2-TZVPD.

Geometry as XYZ:
```
48
Properties=species:S:1:pos:R:3
H -0.54165 -8.55317 0.82847
C 0.98266 -0.76853 -1.60141
H 1.85414 -1.20344 -1.12860
C -3.67797 0.00000 -3.78733
H 0.82320 -3.26636 -1.39534
H 1.23592 -7.48538 -0.57661
H 0.97439 -5.15342 -1.37404
B 2.74369 0.05005 3.04143
H -2.56878 -7.22530 1.45345
H -0.77741 1.00548 -2.29716
C -1.90908 -5.44664 0.45926
C -1.78067 -6.78290 0.85116
C -1.52136 0.34063 -2.72727
C -3.48454 -1.38943 -3.68947
C 0.34387 -6.92783 -0.29549
H -4.60138 0.40492 -4.22142
H -2.21552 -2.99706 -3.05618
C -3.75210 0.01345 3.12640
H -4.27231 -2.06605 -4.03742
C -0.65183 -7.52604 0.49016
H 1.05080 0.20094 -2.06644
C 0.42836 -0.68685 2.82969
N -0.10997 -2.87575 -1.48709
C -0.13358 -1.51399 -1.84938
Cl 3.12666 -0.96548 4.57235
H -3.96553 -2.12522 3.04676
C -1.89058 -1.52702 2.98072
C -2.67474 0.85431 -3.31232
H -1.49751 -2.53881 2.92718
C -2.85547 1.09504 3.15634
C -0.90151 -4.83906 -0.30559
Cl 3.24700 -0.94857 1.50608
H 0.82310 -1.70836 2.75514
O -2.05438 -2.74927 -0.27488
C -1.32920 -1.04433 -2.57541
H -3.23822 2.10652 3.21061
C -3.26077 -1.30520 3.06459
H -2.81485 1.93487 -3.36599
H -2.78483 -4.85137 0.73496
Cl -5.44230 0.29339 3.15332
C 0.21151 -5.59858 -0.72050
C -2.31651 -1.91024 -3.11619
H -0.79142 1.70809 3.13631
C -1.48543 0.87765 3.08598
Cl 3.55559 1.70472 3.08401
O 1.27824 0.28344 2.93147
C -0.97846 -0.44554 2.92278
C -1.08408 -3.39740 -0.66123
```

Results
LUMO level: -2.14 eV
charge: 0
HOMO-LUMO gap: 0.2345 hartree
energy: -2920.1341 hartree
max |F|: 2.937 eV/A